Entry P
ORCA calculation (ωB97M-V with the def2-TZVPD basis set) on a single C3H2F4 molecule.

Frontier orbital gap: 11.3737 eV
HOMO energy: -0.388 Eh

Each atom is followed by the atoms it is bonded to, with distances in Å.
Positions of all 9 atoms, in Å:
1 F -2.278 -1.091 -0.640  C2 1.280
2 C -1.176 -0.782 -0.066  F1 1.280, F3 1.316, C4 1.304
3 F -0.907 -1.584 0.942  C2 1.316
4 C -0.358 0.159 -0.444  C2 1.304, C5 1.536, H8 1.088
5 C 1.004 0.471 0.194  C4 1.536, F6 1.374, F7 1.352, H9 1.158
6 F 1.224 1.817 0.034  C5 1.374
7 F 2.075 -0.156 -0.340  C5 1.352
8 H -0.616 1.079 -0.964  C4 1.088
9 H 1.033 0.086 1.286  C5 1.158

***

Entry Q
ORCA calculation (ωB97M-V with the def2-TZVPD basis set) on a single C3H2F4 molecule.

Frontier orbital gap: 11.3690 eV
HOMO energy: -0.384 Eh

Each atom is followed by the atoms it is bonded to, with distances in Å.
Positions of all 9 atoms, in Å:
1 F -3.058 0.263 -0.607  C2 1.324
2 C -1.930 -0.248 -0.138  F1 1.324, F3 1.323, C4 1.309
3 F -2.197 -1.257 0.674  C2 1.323
4 C -0.739 0.226 -0.406  C2 1.309, C5 1.799, H8 1.071
5 C 0.746 -0.652 0.103  C4 1.799, F6 1.334, F7 1.326, H9 1.095
6 F 1.776 0.162 -0.133  C5 1.334
7 F 0.864 -1.751 -0.631  C5 1.326
8 H -0.538 1.013 -1.105  C4 1.071
9 H 0.660 -0.888 1.169  C5 1.095

***

Which structure is the least stable? The one labeled entry Q.